Computed, not measured: C4H5NO2 as an isolated structure, with ωB97M-V/def2-TZVPD.

Last column: Löwdin charge in e.
Element x y z (Å)
1 C -0.51 -0.90 0.24  -0.24
2 C 0.18 0.24 -0.31  -0.34
3 C 1.63 0.18 -0.28  -0.08
4 C 2.92 0.26 0.09  0.12
5 H -1.95 -0.22 -1.34  0.33
6 H -0.02 -1.95 0.34  0.17
7 H -0.48 -0.53 1.27  0.14
8 H -2.01 0.58 0.15  -0.06
9 H 4.04 0.13 -0.06  0.04
10 N -0.26 1.55 -0.05  0.14
11 O -1.86 -0.79 -0.19  -0.14
12 O -1.68 1.47 0.15  -0.09

Computed properties:
E_HOMO, eV: -9.036
Charge: 0
Gap between HOMO and LUMO, eV: 8.1
2S+1: 1
Energy above the lowest of the compared OMol25 structures with the same formula, charge and spin, eV: 8.797

***

Computed, not measured: a 2-piece molecular cluster, C2H5NOS2 overall, with ωB97M-V/def2-TZVPD.

Last column: Löwdin charge in e.
Element x y z (Å)
1 C -0.50 0.21 1.55  -0.78
2 C -0.12 0.61 -0.87  -0.47
3 N -1.41 -0.70 1.45  -0.12
4 O -1.75 -1.49 0.35  -0.07
5 S 0.19 1.31 2.45  0.63
6 S 1.42 -0.24 -1.10  0.64
7 H -0.18 1.65 -1.05  0.00
8 H -1.07 0.04 -0.98  0.00
9 H -2.12 -0.86 2.16  0.16
10 H -0.89 -1.59 -0.25  0.13
11 H 2.19 0.72 -0.53  -0.13

Computed properties:
E_HOMO (alpha / beta), eV: -7.345 / -7.566
Charge: 0
Gap between HOMO and LUMO (alpha / beta), eV: 7.2 / 7.2
2S+1: 1
Energy above the lowest of the compared OMol25 structures with the same formula, charge and spin, eV: 5.387

***

Computed, not measured: C31H27BrN5OS2Yb as an isolated structure, with ωB97M-V/def2-TZVPD.

Last column: Löwdin charge in e.
Element x y z (Å)
1 Yb 0.89 -0.03 0.91  1.35
2 C 4.24 0.14 1.55  -0.08
3 N 3.49 0.17 0.27  -0.23
4 C 3.72 1.45 -0.41  -0.19
5 C 3.19 2.61 0.41  -0.17
6 N 1.74 2.48 0.71  -0.22
7 C 0.96 3.05 -0.40  -0.09
8 C 1.45 3.18 1.97  -0.28
9 C 1.47 4.57 1.99  -0.04
10 C 1.24 5.28 3.15  -0.09
11 C 0.99 4.60 4.33  -0.09
12 C 0.97 3.22 4.32  -0.13
13 C 1.21 2.48 3.16  -0.61
14 S 1.24 0.72 3.33  0.52
15 C 3.96 -0.97 -0.51  -0.30
16 C 5.03 -0.88 -1.39  -0.04
17 C 5.52 -2.00 -2.04  -0.09
18 C 4.95 -3.24 -1.80  -0.09
19 C 3.89 -3.34 -0.92  -0.12
20 C 3.37 -2.22 -0.26  -0.63
21 S 2.02 -2.44 0.84  0.53
22 H 5.29 0.41 1.38  0.11
23 H 3.80 0.81 2.29  0.04
24 H 4.20 -0.87 1.96  0.08
25 H 4.79 1.64 -0.57  0.12
26 H 3.24 1.41 -1.39  0.13
27 H 3.74 2.68 1.34  0.12
28 H 3.37 3.53 -0.15  0.13
29 H 1.32 4.05 -0.68  0.08
30 H 1.04 2.41 -1.28  0.09
31 H -0.08 3.11 -0.12  0.08
32 H 1.68 5.12 1.08  0.11
33 H 1.27 6.37 3.13  0.10
34 H 0.80 5.14 5.25  0.10
35 H 0.77 2.66 5.23  0.09
36 H 5.51 0.07 -1.58  0.10
37 H 6.35 -1.90 -2.73  0.10
38 H 5.34 -4.12 -2.29  0.10
39 H 3.43 -4.30 -0.72  0.10
40 Br -3.30 -3.77 -5.52  0.73
41 C -4.24 -3.06 -4.04  -0.69
42 C -5.13 -3.87 -3.34  -0.12
43 C -5.83 -3.34 -2.28  -0.03
44 C -5.63 -2.02 -1.87  -0.30
45 C -4.74 -1.22 -2.59  -0.02
46 C -4.05 -1.73 -3.68  -0.11
47 N -6.45 -1.51 -0.84  0.07
48 N -6.06 -0.73 0.03  0.08
49 C -4.72 -0.38 0.25  -0.25
50 C -4.48 0.96 0.50  -0.02
51 C -3.20 1.49 0.62  0.01
52 C -2.09 0.67 0.53  -0.34
53 O -0.86 1.10 0.58  -0.27
54 C -2.31 -0.75 0.40  -0.15
55 N -1.19 -1.52 0.44  0.03
56 C -1.32 -2.82 0.35  -0.14
57 C -2.58 -3.45 0.29  -0.02
58 C -3.71 -2.69 0.27  0.01
59 C -3.61 -1.28 0.27  -0.10
60 H -5.27 -4.90 -3.64  0.10
61 H -6.55 -3.94 -1.73  0.12
62 H -4.60 -0.18 -2.30  0.12
63 H -3.37 -1.11 -4.24  0.10
64 H -5.35 1.61 0.55  0.12
65 H -3.06 2.55 0.77  0.12
66 H -0.41 -3.41 0.36  0.05
67 H -2.63 -4.53 0.27  0.11
68 H -4.68 -3.16 0.27  0.12

Computed properties:
E_HOMO (alpha / beta), eV: -7.673 / -7.675
Charge: 0
⟨S²⟩: 0.751
Gap between HOMO and LUMO (alpha / beta), eV: 7.2 / 7.2
2S+1: 2

***

Computed, not measured: a 5-piece molecular cluster, C21H43FNO8S4 overall, with ωB97M-V/def2-TZVPD.

Last column: Löwdin charge in e.
Element x y z (Å)
1 C 0.88 -0.07 -2.33  -0.10
2 C 1.31 1.39 -2.34  -0.24
3 C 1.28 2.03 -0.95  -0.21
4 C 1.83 1.17 0.16  -0.30
5 N 1.72 1.75 1.49  -0.10
6 C 0.99 0.85 2.42  -0.26
7 F -0.02 1.73 3.04  -0.24
8 H 1.31 -0.62 -3.16  0.04
9 H 1.23 -0.55 -1.43  0.02
10 H -0.20 -0.17 -2.42  0.08
11 H 2.29 1.50 -2.81  0.10
12 H 0.61 1.95 -2.96  0.09
13 H 0.25 2.31 -0.68  0.10
14 H 1.85 2.96 -0.98  0.10
15 H 2.89 0.98 -0.06  0.12
16 H 1.34 0.21 0.17  0.05
17 H 1.18 2.62 1.45  0.06
18 H 0.37 0.19 1.77  -0.01
19 C 0.10 -3.24 2.85  -0.21
20 C 1.33 -4.15 2.76  -0.20
21 C 1.77 -4.19 1.29  -0.22
22 S 1.24 -2.62 0.57  0.66
23 O 0.24 -2.91 -0.43  -0.33
24 O 2.40 -1.84 0.25  -0.31
25 C 0.44 -1.99 2.04  -0.26
26 H -0.15 -2.99 3.88  0.02
27 H -0.77 -3.74 2.41  0.13
28 H 2.13 -3.73 3.37  0.12
29 H 1.12 -5.15 3.14  0.11
30 H 2.84 -4.27 1.17  0.09
31 H 1.27 -4.98 0.73  0.09
32 H -0.42 -1.40 1.74  0.10
33 H 1.16 -1.35 2.55  0.06
34 C -0.38 0.04 6.97  -0.22
35 C -0.15 -0.32 5.49  -0.20
36 C 0.11 -1.82 5.43  -0.22
37 S -0.77 -2.55 6.82  0.67
38 O 0.18 -3.13 7.75  -0.34
39 O -1.88 -3.35 6.37  -0.34
40 C -1.36 -1.00 7.51  -0.24
41 H -0.78 1.05 7.08  0.11
42 H 0.56 -0.02 7.52  0.12
43 H -1.04 -0.06 4.91  0.12
44 H 0.68 0.23 5.04  0.09
45 H -0.27 -2.28 4.52  0.01
46 H 1.16 -2.06 5.55  0.12
47 H -1.39 -1.09 8.59  0.10
48 H -2.37 -0.84 7.12  0.10
49 C -3.08 5.48 -1.50  -0.22
50 C -2.05 6.27 -2.32  -0.22
51 C -1.07 6.92 -1.33  -0.22
52 S -1.04 5.84 0.12  0.65
53 O -1.59 6.57 1.23  -0.32
54 O 0.22 5.18 0.21  -0.31
55 C -2.28 4.69 -0.48  -0.22
56 H -3.68 4.83 -2.13  0.11
57 H -3.75 6.17 -0.99  0.11
58 H -1.51 5.58 -2.98  0.12
59 H -2.52 7.02 -2.95  0.11
60 H -0.06 6.99 -1.72  0.10
61 H -1.41 7.90 -1.00  0.10
62 H -2.85 4.33 0.38  0.11
63 H -1.74 3.86 -0.93  0.10
64 C 0.34 -3.65 -7.54  -0.23
65 C -0.99 -3.62 -6.77  -0.22
66 C -0.75 -2.87 -5.46  -0.21
67 S 0.59 -1.71 -5.78  0.65
68 O 1.74 -2.10 -5.01  -0.31
69 O 0.10 -0.37 -5.77  -0.32
70 C 0.88 -2.22 -7.48  -0.23
71 H 0.21 -3.98 -8.57  0.11
72 H 1.04 -4.33 -7.05  0.12
73 H -1.74 -3.10 -7.37  0.11
74 H -1.36 -4.63 -6.58  0.11
75 H -1.61 -2.30 -5.13  0.10
76 H -0.41 -3.52 -4.66  0.11
77 H 1.95 -2.14 -7.69  0.10
78 H 0.32 -1.55 -8.13  0.10

Computed properties:
E_HOMO, eV: -1.714
Charge: -1
Gap between HOMO and LUMO, eV: 3.7
2S+1: 1

***

Computed, not measured: an isolated ion of composition C4H11N2O and charge +1, with ωB97M-V/def2-TZVPD.

Last column: Löwdin charge in e.
Element x y z (Å)
1 C 0.76 0.45 -2.44  -0.03
2 C 0.11 0.58 -1.08  -0.33
3 N -1.36 0.17 -1.09  0.19
4 C 0.87 -0.08 0.06  -0.05
5 C 0.06 -0.24 1.34  -0.47
6 N 0.62 -0.09 2.54  0.21
7 O -1.02 -0.84 1.20  0.05
8 H 0.36 1.19 -3.14  0.09
9 H 0.62 -0.53 -2.89  0.10
10 H 1.84 0.59 -2.35  0.10
11 H 0.03 1.65 -0.87  0.15
12 H -1.95 0.94 -0.78  0.17
13 H -1.39 -0.50 -0.22  0.11
14 H -1.78 -0.33 -1.87  0.16
15 H 1.07 -1.13 -0.16  0.15
16 H 1.85 0.39 0.22  0.14
17 H -0.03 0.10 3.29  0.13
18 H 1.59 -0.11 2.77  0.13

Computed properties:
E_HOMO, eV: -14.796
Charge: +1
Gap between HOMO and LUMO, eV: 11.6
2S+1: 1
Energy above the lowest of the compared OMol25 structures with the same formula, charge and spin, eV: 0.733